(1)
DFT (the ωB97M-V functional and the def2-TZVPD basis) results for 10 unconnected molecules or ions with the total composition C40H34Cl12N6O12 in a non-equilibrium geometry.

Values from the calculation:
- Largest force on an atom: 2.79 eV/A
- Kohn-Sham gap: 9.06 eV
- Relative energy (zero: lowest compared OMol25 entry of this formula, charge and spin): 0.00 kcal/mol
- Multiplicity: 1
- SMILES: O=[N+]([O-])c1ccccc1.O=[N+]([O-])c1ccccc1.O=[N+]([O-])c1ccccc1.O=[N+]([O-])c1ccccc1.O=[N+]([O-])c1ccccc1.O=[N+]([O-])c1ccccc1.ClC(Cl)Cl.ClC(Cl)Cl.ClC(Cl)Cl.ClC(Cl)Cl

Structure (XYZ):
```
104
Properties=species:S:1:pos:R:3:forces:R:3
C -1.293398 -3.654027 -0.846094 1.64 0.52 0.43
C 0.092584 -3.778487 -0.520713 -1.74 -0.07 -0.29
C 0.818095 -4.816625 -1.042816 0.06 -0.54 -0.24
C 0.142734 -5.731840 -1.865085 0.67 0.99 0.30
C -1.184513 -5.589637 -2.187924 0.12 -1.15 -1.33
C -1.905988 -4.542936 -1.705745 -0.31 1.08 1.32
N 0.914945 -6.798720 -2.487981 1.28 1.33 0.86
O 2.126656 -6.598297 -2.604039 -0.61 -0.33 -0.22
O 0.334956 -7.791530 -2.784356 -0.54 -1.47 -0.75
H -1.811262 -2.792792 -0.448705 -0.20 -0.06 0.06
H 0.559120 -3.091039 0.156098 0.07 0.37 0.17
H 1.878452 -4.906989 -0.810109 -0.29 -0.20 -0.20
H -1.632050 -6.235522 -2.935896 0.13 -0.25 0.27
H -2.956949 -4.412748 -1.887369 -0.19 -0.10 -0.43
C -6.506439 1.794624 1.786082 1.51 -0.35 0.79
C -6.972724 2.378148 0.646645 -0.47 -0.26 -0.02
C -6.130187 3.098936 -0.151779 0.08 0.34 -0.78
C -4.815593 3.143178 0.203457 1.09 0.18 -0.40
C -4.247697 2.523568 1.307734 -0.56 0.27 -0.02
C -5.151261 1.887192 2.128544 0.01 -0.73 0.65
N -3.904572 3.835264 -0.723065 -0.70 0.35 0.06
O -4.357463 4.363360 -1.715974 -0.03 -0.09 -0.08
O -2.746748 3.862351 -0.398667 1.21 0.14 -0.06
H -7.083671 1.163520 2.425849 -0.71 -0.08 0.13
H -7.961549 2.185304 0.336482 -1.11 0.09 -0.24
H -6.418208 3.574629 -1.086212 -0.12 -0.14 0.29
H -3.181840 2.556359 1.493817 -0.19 0.01 0.04
H -4.807274 1.355349 3.023241 -0.05 0.30 -0.37
C 3.801102 2.108391 -2.903969 0.26 0.56 0.56
C 3.851737 0.957678 -3.621217 -1.02 -1.38 -1.78
C 2.893294 0.716997 -4.641691 0.55 0.14 0.96
C 1.924588 1.679642 -4.881213 0.39 -0.91 -0.15
C 1.861213 2.854644 -4.193245 0.56 0.00 0.50
C 2.814260 3.014115 -3.194668 -0.92 1.98 -0.02
N 0.961355 1.345955 -5.914016 -0.98 -0.67 -1.22
O -0.106383 1.895166 -6.034703 -0.70 1.79 1.25
O 1.225165 0.446272 -6.666899 1.35 -1.30 -0.55
H 4.540754 2.336007 -2.140387 -0.17 -0.10 -0.08
H 4.605241 0.221298 -3.441972 0.34 -0.36 0.08
H 2.838691 -0.196559 -5.224249 0.32 0.11 0.18
H 1.155188 3.617811 -4.456614 -0.30 0.16 0.12
H 2.773579 3.969688 -2.683913 0.17 -0.11 0.23
C -3.183974 -5.177722 4.751290 0.19 -1.40 -0.07
C -2.329426 -5.309229 3.671775 0.54 0.60 -1.32
C -1.844695 -4.203432 2.989892 -0.62 -0.02 0.73
C -2.281091 -2.992730 3.490468 0.22 0.35 -0.53
C -3.103764 -2.826235 4.563110 -0.38 -0.34 0.68
C -3.582104 -3.960745 5.221612 0.13 1.31 -0.22
N -1.906145 -1.773390 2.787511 0.32 0.00 0.23
O -1.102691 -1.923500 1.889921 0.10 0.75 -0.37
O -2.394589 -0.720094 3.154701 0.34 0.00 -0.54
H -3.511865 -6.099992 5.197461 -0.31 -0.08 0.29
H -2.066283 -6.222737 3.179064 -0.08 -0.84 0.54
H -1.221836 -4.273174 2.112362 0.01 0.00 0.03
H -3.316337 -1.804621 4.831849 -0.34 -0.08 0.27
H -4.270296 -3.839117 6.038112 -0.05 -0.16 0.26
C 2.540423 4.300517 4.588722 -0.76 -1.13 0.12
C 2.288331 2.927804 4.719145 0.60 0.57 0.14
C 3.349649 2.029278 4.615210 -1.50 0.55 0.22
C 4.565083 2.572207 4.343101 0.83 -0.16 -0.08
C 4.838311 3.900580 4.142637 -0.10 0.29 0.54
C 3.800427 4.770865 4.325523 0.08 1.30 -0.39
N 5.669430 1.651578 4.265893 0.88 -0.01 -1.03
O 6.769127 2.100823 4.008188 0.32 0.09 0.22
O 5.428162 0.476758 4.362191 0.00 -1.10 0.34
H 1.714173 4.972300 4.688370 -0.32 0.40 0.11
H 1.292787 2.616908 4.957078 -0.30 -0.34 -0.08
H 3.247663 0.965713 4.736346 -0.13 -0.04 0.01
H 5.824510 4.265214 3.964448 0.47 -0.10 -0.18
H 3.974687 5.844921 4.245716 -0.07 -0.28 -0.03
C 0.004245 0.629140 -1.934390 -0.89 0.36 -1.48
C -0.665303 1.639699 -1.284900 -0.91 0.35 0.31
C -0.490914 1.841509 0.066155 -0.40 0.32 -0.18
C 0.413569 1.021751 0.699273 -0.31 -0.29 -0.28
C 1.084278 0.002619 0.067762 0.93 0.09 -0.18
C 0.893575 -0.171225 -1.296153 0.83 -0.42 1.32
N 0.616522 1.204367 2.098072 1.07 -0.43 1.58
O 1.414267 0.530158 2.713733 0.90 -1.39 -0.53
O 0.019624 2.057030 2.680394 -1.87 2.06 0.24
H -0.247648 0.466898 -2.973252 0.22 -0.02 -0.21
H -1.420996 2.240245 -1.780167 0.26 -0.02 -0.17
H -1.090015 2.594326 0.574595 0.46 -0.21 0.01
H 1.840088 -0.547452 0.621730 -0.32 -0.08 -0.09
H 1.492151 -0.906617 -1.788850 0.04 -0.43 -0.40
C -3.553476 1.931881 -5.724279 0.17 -0.14 -0.51
Cl -5.199207 1.314037 -5.893559 -0.08 -0.05 -0.03
Cl -3.003806 1.719605 -4.060677 0.12 -0.10 -0.13
Cl -3.481673 3.630030 -6.190796 0.03 0.01 0.03
H -2.922400 1.372620 -6.434764 -0.16 0.27 0.69
C 4.575273 -2.648286 1.111621 -0.11 -0.89 1.16
Cl 4.895754 -4.344316 0.664558 0.11 0.36 -0.16
Cl 3.102492 -2.592709 2.074533 -0.62 0.06 0.10
Cl 4.477277 -1.594841 -0.242495 0.11 0.40 -0.67
H 5.319493 -2.335834 1.833187 0.44 0.08 -0.47
C 2.252684 -4.204712 -4.832489 0.79 -0.72 -1.01
Cl 3.200622 -3.624937 -6.198811 0.86 0.04 -0.45
Cl 0.870228 -4.995474 -5.518684 -1.08 -0.59 0.06
Cl 1.829552 -2.820227 -3.916149 -0.38 0.57 1.24
H 2.825624 -4.983871 -4.312367 -0.21 0.70 0.24
C 1.044160 5.405725 1.253725 -0.86 -0.86 -0.04
Cl -0.495282 5.592944 2.083878 -0.55 -0.07 0.04
Cl 1.924909 6.857616 1.371350 1.03 1.03 0.16
Cl 0.836861 4.927653 -0.426008 -0.14 -0.05 -0.32
H 1.511865 4.574202 1.745867 0.55 -0.08 0.22
```
Forces are in eV/Å.

=====

(2)
DFT (the ωB97M-V functional and the def2-TZVPD basis) results for a molecular structure, C20H18Br2N3SeZr.

Values from the calculation:
- Largest force on an atom: 0.82 eV/A
- Kohn-Sham gap: 6.29 eV
- Relative energy (zero: lowest compared OMol25 entry of this formula, charge and spin): 6.92 kcal/mol
- Total charge: +3
- Multiplicity: 1

Structure (XYZ):
```
45
Properties=species:S:1:pos:R:3:forces:R:3
Zr 0.168997 0.114740 -1.203552 0.10 0.17 0.79
Br -1.674278 -0.408109 0.633953 0.28 0.49 0.40
C -0.867511 0.881001 1.979116 -0.06 -0.16 -0.13
C -1.533434 1.037738 3.148646 -0.19 -0.16 -0.08
C -0.979035 1.935257 4.085263 0.11 0.09 0.03
C 0.172519 2.613226 3.794580 -0.02 0.03 0.07
C 0.837068 2.438559 2.556909 -0.14 -0.20 -0.16
C 2.018205 3.149633 2.229696 0.07 0.03 -0.03
C 2.644842 2.994557 1.020653 0.03 0.06 0.01
C 2.122786 2.097026 0.075705 -0.07 -0.24 -0.13
C 0.983775 1.347460 0.342855 -0.50 -0.24 -0.24
C 0.314933 1.530309 1.592274 0.08 0.07 0.10
H -2.453989 0.515571 3.375359 0.02 -0.01 -0.02
H -1.484789 2.077716 5.030251 0.00 0.00 0.00
H 0.590394 3.304239 4.515998 -0.01 0.00 0.00
H 2.425935 3.836575 2.961718 -0.01 0.00 0.00
H 3.539817 3.556218 0.790723 -0.01 0.00 0.01
H 2.646504 1.995683 -0.874699 0.06 0.01 0.02
Br -2.022965 4.745832 -3.931298 0.03 -0.29 -0.01
C -1.745522 2.895313 -3.936343 -0.01 0.12 0.05
C -2.048799 2.106947 -5.049823 0.02 0.09 0.08
C -1.827216 0.736258 -4.999947 0.02 -0.07 0.07
C -1.301030 0.178788 -3.854825 -0.08 0.01 -0.25
N -0.993780 0.941487 -2.777292 -0.08 0.36 -0.47
C -1.220950 2.274047 -2.817040 -0.13 0.40 -0.10
H -2.453217 2.567083 -5.943146 0.00 0.00 0.00
H -2.058469 0.108176 -5.849295 -0.01 -0.01 0.02
H -1.117070 -0.887061 -3.780837 0.04 -0.01 0.00
H -0.981731 2.855254 -1.931947 0.03 -0.03 0.01
C 2.511128 -2.119010 1.440041 0.32 0.06 0.06
N 1.298424 -2.881661 1.156946 -0.22 0.08 -0.28
C 0.638874 -3.699423 2.033435 -0.07 -0.17 0.08
C -0.390587 -4.273249 1.355973 0.05 -0.06 0.17
N -0.351112 -3.797214 0.073657 0.17 0.32 -0.05
C -1.246054 -4.189300 -1.009949 -0.17 -0.15 -0.24
C 0.672585 -2.931611 -0.033169 0.28 -0.14 0.19
Se 1.293602 -2.131095 -1.644183 0.17 -0.51 -0.08
H 2.783707 -2.257380 2.482100 -0.10 -0.02 0.02
H 2.348156 -1.060329 1.245574 -0.04 0.00 0.04
H 3.331956 -2.478179 0.820889 -0.05 -0.03 -0.03
H 0.958118 -3.843262 3.052190 0.03 0.06 -0.02
H -1.119336 -4.993915 1.688145 -0.01 0.01 -0.06
H -1.990070 -4.881354 -0.626417 0.03 0.02 0.08
H -0.686676 -4.685766 -1.801005 0.04 0.02 0.03
H -1.754705 -3.316777 -1.417883 0.01 0.00 0.04
```
Forces are in eV/Å.

=====

(3)
DFT (the ωB97M-V functional and the def2-TZVPD basis) results for 2 unconnected molecules or ions with the total composition C9H14 in a non-equilibrium geometry.

Values from the calculation:
- Largest force on an atom: 1.54 eV/A
- Kohn-Sham gap (spin up / spin down): 2.88 / 6.98 eV
- Relative energy (zero: lowest compared OMol25 entry of this formula, charge and spin): 8.95 kcal/mol
- Total charge: -1
- Multiplicity: 2
- <S²>: 0.7616

Structure (XYZ):
```
23
Properties=species:S:1:pos:R:3:forces:R:3
C 1.177703 -1.128974 1.987508 -0.14 0.00 0.37
C 0.085629 -0.859385 -0.263377 -0.36 0.09 0.44
C -0.011114 -1.293090 1.061640 0.72 0.25 -0.32
C -1.061424 -1.038546 -1.122650 -0.17 -0.51 -0.35
C -1.113901 -1.984204 1.537102 -1.09 0.15 -0.05
C -2.104170 -1.855952 -0.675109 -0.32 -0.18 0.02
C -2.203864 -2.310597 0.625680 0.72 0.23 -0.10
H 0.934294 -0.262667 -0.572820 0.12 -0.11 -0.05
H -1.045758 -0.814567 -2.182868 0.23 0.19 0.01
H 0.840916 -1.239241 3.024743 0.09 -0.06 -0.03
H 1.708116 -0.169423 1.934800 -0.19 -0.03 -0.30
H -1.318433 -2.048320 2.598739 0.39 -0.25 0.23
H -2.871002 -2.196838 -1.376250 0.03 0.33 -0.02
H -3.053014 -2.901744 0.938555 -0.03 -0.11 0.09
H 1.908081 -1.919123 1.787224 0.02 0.04 0.06
C 0.708723 3.158549 -0.598492 0.42 -0.83 1.22
C 1.271877 2.363069 -1.771130 0.64 0.82 -0.45
H 1.197664 4.117965 -0.407573 0.00 -0.05 -0.29
H -0.365336 3.303690 -0.581897 -0.15 0.04 -0.39
H 0.918089 2.535940 0.283304 -0.28 0.33 0.09
H 0.510993 1.858291 -2.356247 -0.02 -0.15 0.02
H 2.036379 1.652926 -1.457997 -0.33 -0.27 0.21
H 1.849557 3.032232 -2.412890 -0.30 0.08 -0.42
```
Forces are in eV/Å.

=====

(4)
DFT (the ωB97M-V functional and the def2-TZVPD basis) results for a gas-phase ion, C3H9N3 (charge +2) in a non-equilibrium geometry.

Values from the calculation:
- Largest force on an atom: 5.46 eV/A
- Kohn-Sham gap: 11.59 eV
- Relative energy (zero: lowest compared OMol25 entry of this formula, charge and spin): 11.77 kcal/mol
- Total charge: +2
- Multiplicity: 1
- SMILES: [NH2+]=C1C[NH2+]CN1

Structure (XYZ):
```
15
Properties=species:S:1:pos:R:3:forces:R:3
C -0.994325 0.050409 -0.028126 0.48 1.77 1.63
C -0.097637 -1.153964 0.209371 1.48 3.22 -3.19
C 1.180526 1.002686 0.162235 -1.10 3.04 2.13
N -0.254391 1.188207 -0.145243 0.71 -5.41 0.35
N -2.309349 0.025018 0.083200 1.10 -0.21 -1.35
N 1.292057 -0.432565 -0.074641 0.76 -1.25 0.95
H -0.101494 -1.733803 1.048645 -0.14 -0.82 2.90
H -0.248331 -1.823998 -0.596294 -0.03 -0.82 -1.03
H 1.917125 1.604949 -0.447204 -1.06 -0.77 0.31
H 1.219267 1.426268 1.253205 0.80 -1.61 -1.65
H -0.591176 2.014867 -0.445581 -1.61 3.55 -1.06
H -2.805060 -0.826400 -0.123810 -0.12 -0.62 0.39
H -2.818664 0.810817 -0.276207 -0.41 0.77 0.23
H 2.132940 -0.811365 0.439143 -1.01 -0.05 -0.54
H 1.485101 -0.453905 -1.079363 0.15 -0.80 -0.07
```
Forces are in eV/Å.